20
Properties=species:S:1:pos:R:3:nbo_charge:R:1 method="wB97M-V/def2-TZVPD" lumo_energy_ev=-2.55 e_homo_ha=-0.2688 orbital_gap_ev=4.8
C 0.546 2.379 -2.227 -0.6369
C 1.248 1.111 -2.679 -0.0690
O 0.460 -0.047 -2.444 -0.7185
Cu -1.374 -0.940 -2.837 0.9191
H 1.241 3.228 -2.285 0.2298
H -0.322 2.591 -2.867 0.2043
H 0.194 2.298 -1.188 0.2133
H 2.217 0.997 -2.162 0.1920
H 1.464 1.155 -3.757 0.1893
C 0.785 -0.898 -1.153 0.3874
C 1.744 -1.974 -1.638 -0.1124
O 1.688 -3.097 -0.781 -0.5646
C 2.212 -2.914 0.493 0.9333
O 1.803 -1.870 1.074 -0.8234
O 3.171 -3.636 0.776 -0.7057
O -0.473 -1.456 -0.865 -0.7593
H 1.116 -0.108 -0.469 0.2175
H 2.763 -1.571 -1.668 0.2004
H 1.436 -2.311 -2.637 0.1868
H -0.873 -1.019 -0.105 0.5167

***

10
Properties=species:S:1:pos:R:3:nbo_charge:R:1 method="wB97M-V/def2-TZVPD" charge=-1 lumo_energy_ev=3.70 e_homo_ha=-0.1390 orbital_gap_ev=7.5
C -0.961 0.463 -0.756 0.2656
O 2.542 2.199 0.020 -1.1380
O -1.309 -0.519 -0.247 -0.5595
O 2.023 0.299 1.550 -1.0535
P 1.672 0.980 0.075 1.4269
S 3.042 -0.821 -1.080 -0.7238
H -1.391 1.540 -0.332 0.0459
H -0.335 0.672 -1.595 0.1290
H 1.772 -1.391 -1.682 0.1159
H 1.935 -0.634 1.651 0.4914

***

8
Properties=species:S:1:pos:R:3:nbo_charge:R:1 method="wB97M-V/def2-TZVPD" lumo_energy_ev="-1.33 / -3.73" e_homo_ha="-0.3900 / -0.3602" orbital_gap_ev="9.3 / 6.1"
C -0.817 0.835 0.015 0.2274
C 0.454 0.136 0.285 -0.2375
O -1.018 2.049 0.689 -0.2382
O -0.910 2.009 -0.744 -0.2351
Br -1.143 -2.173 2.366 -0.0787
H -1.590 0.046 -0.135 0.1819
H 1.257 0.433 1.055 0.2140
H 0.592 -0.721 -0.200 0.1662

***

15
Properties=species:S:1:pos:R:3:nbo_charge:R:1 method="wB97M-V/def2-TZVPD" lumo_energy_ev=0.70 e_homo_ha=-0.2592 orbital_gap_ev=7.8
C -1.651 -0.724 -0.259 -0.6421
C -0.363 1.416 -0.100 0.4386
O -0.532 1.730 1.065 -0.5900
C -0.286 -0.073 -0.453 -0.1361
C 1.982 0.335 0.029 -0.7017
N 0.774 -0.503 0.483 -0.5337
H -2.058 -0.474 0.727 0.2266
H -2.339 -0.324 -1.014 0.2298
H -1.616 -1.812 -0.383 0.2159
H -0.500 2.126 -0.931 0.1412
H 0.480 -0.143 1.396 0.4269
H 0.113 -0.223 -1.459 0.2236
H 2.565 0.537 0.935 0.1596
H 2.566 -0.346 -0.608 0.1522
H 0.866 -1.521 0.573 0.3892

***

13
Properties=species:S:1:pos:R:3:nbo_charge:R:1 method="wB97M-V/def2-TZVPD" lumo_energy_ev=0.87 smiles="C[SiH2]CC=O" e_homo_ha=-0.3531 orbital_gap_ev=10.5
C -2.052 0.456 -0.143 -1.0880
Si -0.616 -0.232 0.916 1.0856
C 0.968 -0.430 -0.365 -0.9171
C 2.450 0.077 -0.380 0.4671
O 3.491 -0.166 -1.013 -0.5289
H -2.629 -0.219 -0.799 0.2512
H -2.891 0.764 0.585 0.2420
H -1.649 1.317 -0.639 0.2338
H -0.526 0.656 2.051 -0.1665
H -0.933 -1.678 1.289 -0.1591
H 1.210 -1.421 -0.576 0.2489
H 0.654 -0.006 -1.327 0.2563
H 2.523 0.882 0.401 0.0745

***

48
Properties=species:S:1:pos:R:3:nbo_charge:R:1 method="wB97M-V/def2-TZVPD" lumo_energy_ev=-0.36 e_homo_ha=-0.3571 orbital_gap_ev=9.4
O 1.730 -2.407 -0.472 -1.0015
H 1.805 -3.068 -1.154 0.4808
H 1.239 -2.829 0.264 0.5081
O 2.209 1.654 -2.000 -0.9593
H 1.669 0.891 -2.096 0.4818
H 2.806 1.259 -2.634 0.4582
O -0.776 2.482 2.374 -0.9676
H -0.513 3.233 2.908 0.4857
H -0.004 1.963 2.178 0.4931
O -2.156 -0.455 -2.379 -0.9634
H -2.869 -0.385 -2.962 0.4833
H -2.308 0.198 -1.705 0.4962
O 0.793 -0.664 -2.671 -0.9706
H -0.036 -0.272 -2.889 0.4889
H 0.643 -1.203 -1.910 0.4925
O 0.201 0.050 0.219 -0.9924
H -0.247 0.787 -0.287 0.4964
H -0.488 -0.597 0.278 0.4726
O 0.477 3.545 -0.096 -0.9804
H -0.108 3.230 0.606 0.4649
H 1.221 2.973 0.092 0.4993
O 0.386 -1.565 2.787 -0.9563
H 1.219 -1.637 3.276 0.4911
H 0.503 -0.692 2.491 0.4967
O 0.408 -3.796 1.373 -0.9742
H -0.441 -4.174 1.124 0.4889
H 0.188 -2.950 1.813 0.4963
O -0.200 2.882 -3.038 -0.9539
H 0.203 2.861 -2.237 0.4886
H -0.261 3.815 -3.299 0.4625
O -2.083 -2.601 2.674 -0.9548
H -1.988 -1.912 2.026 0.4681
H -1.449 -2.348 3.302 0.4812
O -1.683 -2.460 -0.695 -0.9938
H -2.462 -2.575 -0.165 0.4610
H -1.763 -1.752 -1.363 0.5020
O 3.446 -0.381 -0.086 -1.0039
H 2.713 -0.986 -0.188 0.5136
H 4.240 -0.683 -0.615 0.4791
O -2.731 -0.207 1.099 -0.9624
H -3.108 0.595 1.533 0.4965
H -3.524 -0.733 0.932 0.4893
O 2.731 2.068 1.087 -0.9888
H 3.611 2.316 1.414 0.4745
H 2.823 1.236 0.681 0.5106
O -1.772 1.643 -0.790 -0.9726
H -2.093 1.119 -0.045 0.4874
H -2.222 2.510 -0.771 0.5067

***

Calculated relative energy (zero: lowest compared OMol25 entry of this formula, charge and spin) in order - 97.8, 192.5, 692.1, 392.7, 192.4, 444.7 kJ/mol
Calculated strongest force on any atom in order - 3.54, 6.13, 4.66, 0.59, 3.83, 5.04 eV/A